The following is a DFT calculation (ωB97M-V with the def2-TZVPD basis set) of a gas-phase ion, C3H4NO2S (charge +1).

Each line ends with the Mulliken charge.
Element x y z (Å)
O  -2.743  -0.064  -0.111  -0.301
C  -1.605  -0.266  0.053  0.424
S  -0.709  -1.745  0.254  0.046
C  0.944  -0.931  -0.103  -0.605
C  0.788  0.566  0.080  -0.386
N  -0.680  0.898  0.149  0.610
O  -1.090  2.010  0.233  -0.233
H  0.989  -1.061  -1.179  0.324
H  1.725  -1.424  0.331  0.468
H  1.289  0.896  1.099  0.340
H  1.092  1.122  -0.807  0.314

## Properties
Highest occupied orbital energy (spin up / spin down): -15.36 / -15.36 eV
Net charge: +1
Lowest unoccupied orbital energy (spin up / spin down): -8.16 / -8.16 eV

The following is a DFT calculation (ωB97M-V with the def2-TZVPD basis set) of a gas-phase ion, C7H10 (charge +1).

Each line ends with the Mulliken charge.
Element x y z (Å)
C  0.977  -0.963  -1.125  -0.240
C  1.159  -2.256  -1.471  -0.736
C  -1.413  -1.132  -0.348  -0.663
C  -0.251  -0.423  -0.626  0.997
C  -0.202  0.918  -0.012  -0.322
C  -0.516  1.231  1.258  0.082
C  0.170  2.363  1.934  -1.257
H  1.792  -0.257  -1.251  0.308
H  2.039  -2.634  -1.965  0.276
H  0.526  -3.071  -1.127  0.243
H  -1.628  -2.055  -0.870  0.380
H  -1.975  -0.862  0.534  0.187
H  0.515  1.586  -0.499  0.419
H  -1.417  0.828  1.722  0.308
H  1.233  2.308  1.671  0.339
H  -0.138  3.379  1.671  0.330
H  0.126  2.377  3.025  0.349

## Properties
Highest occupied orbital energy (spin up / spin down): -14.10 / -14.00 eV
Net charge: +1
Lowest unoccupied orbital energy (spin up / spin down): -5.46 / -7.47 eV
Spin multiplicity: 2

The following is a DFT calculation (ωB97M-V with the def2-TZVPD basis set) of 10 unconnected molecules or ions with the total composition C15H38F4N10O23P2.

Each line ends with the Mulliken charge.
Element x y z (Å)
C  -1.286  -5.574  -0.460  -1.337
C  -1.165  -4.110  -0.031  0.299
F  -2.332  -3.461  -0.410  -0.284
N  0.033  -3.460  -0.492  0.286
C  0.472  -2.357  0.385  -1.265
C  -0.560  -1.244  0.583  0.817
C  -0.009  -0.144  1.453  0.511
F  0.953  0.525  0.853  -0.176
F  -0.963  0.747  1.650  -0.325
F  0.420  -0.581  2.598  -0.284
C  0.000  -3.128  -1.834  0.118
O  -0.162  -3.912  -2.667  -0.443
O  0.257  -1.813  -2.192  0.094
P  -0.527  -1.337  -3.607  -0.312
P  -2.650  -1.408  -3.078  0.625
O  -2.847  -0.877  -1.719  -0.404
O  -3.136  -2.910  -3.255  -0.465
O  -3.555  -0.509  -4.077  -0.390
H  -2.125  -5.641  -1.150  0.330
H  -0.423  -5.894  -1.027  0.341
H  -1.479  -6.239  0.373  0.356
H  -1.137  -4.078  1.054  0.301
H  0.727  -2.785  1.353  0.556
H  1.393  -1.916  -0.026  0.275
H  -1.482  -1.564  1.067  0.374
H  -0.859  -0.752  -0.338  -0.277
H  -0.258  0.054  -3.655  0.026
H  -3.773  -3.107  -2.550  0.353
H  -4.436  -0.557  -3.669  0.298
C  4.362  0.457  -1.331  -0.693
N  3.725  -0.601  -0.506  1.010
O  4.193  -0.852  0.584  -0.592
O  2.749  -1.156  -0.979  -0.530
H  5.206  0.866  -0.787  0.307
H  4.684  -0.001  -2.262  0.335
H  3.602  1.217  -1.504  0.106
C  -4.323  2.540  -5.731  -0.562
N  -3.255  3.188  -6.541  0.906
O  -3.425  3.269  -7.742  -0.524
O  -2.281  3.595  -5.941  -0.529
H  -5.123  2.231  -6.394  0.326
H  -3.880  1.683  -5.232  0.131
H  -4.679  3.272  -5.011  0.296
C  5.322  -2.775  2.603  -0.608
N  6.491  -3.200  3.421  0.896
O  6.945  -4.310  3.226  -0.537
O  6.910  -2.401  4.234  -0.540
H  5.058  -3.582  1.929  0.274
H  4.506  -2.561  3.284  0.182
H  5.612  -1.890  2.051  0.349
C  1.513  2.114  3.960  -0.672
N  2.198  2.528  5.216  0.915
O  3.261  3.104  5.117  -0.541
O  1.637  2.256  6.260  -0.556
H  2.122  2.418  3.116  0.297
H  1.402  1.036  3.990  0.238
H  0.545  2.607  3.939  0.302
C  2.642  -4.586  5.497  -0.739
N  1.837  -4.422  4.254  0.923
O  2.392  -3.956  3.275  -0.497
O  0.676  -4.767  4.302  -0.540
H  3.651  -4.240  5.307  0.249
H  2.167  -3.993  6.273  0.304
H  2.635  -5.641  5.753  0.291
C  0.524  3.096  -2.023  -0.429
N  1.953  3.358  -2.356  0.981
O  2.207  3.802  -3.452  -0.539
O  2.774  3.102  -1.489  -0.620
H  -0.085  3.367  -2.878  0.314
H  0.430  2.037  -1.796  -0.004
H  0.274  3.703  -1.158  0.267
C  -5.163  -0.080  0.625  -0.617
N  -6.097  0.309  -0.467  0.928
O  -5.616  0.830  -1.453  -0.522
O  -7.276  0.079  -0.294  -0.565
H  -4.153  0.180  0.327  0.176
H  -5.462  0.464  1.516  0.351
H  -5.257  -1.152  0.770  0.278
C  -2.450  5.684  -9.320  -0.689
N  -2.705  6.776  -10.302  0.869
O  -3.327  7.746  -9.917  -0.524
O  -2.270  6.616  -11.424  -0.524
H  -2.891  5.960  -8.371  0.295
H  -2.906  4.780  -9.709  0.284
H  -1.374  5.570  -9.229  0.288
C  1.487  3.069  9.537  -0.557
N  0.938  2.052  10.477  0.861
O  1.521  1.883  11.529  -0.525
O  -0.061  1.460  10.121  -0.527
H  2.369  3.513  9.983  0.301
H  1.736  2.560  8.610  0.211
H  0.715  3.817  9.377  0.261

## Properties
Highest occupied orbital energy: -9.68 eV
Net charge: 0
Lowest unoccupied orbital energy: -0.57 eV

The following is a DFT calculation (ωB97M-V with the def2-TZVPD basis set) of H2N2O3S in the gas phase.

Each line ends with the Mulliken charge.
Element x y z (Å)
N  -0.081  -0.334  -0.034  -0.486
S  -1.785  -0.442  -0.037  1.054
O  -2.195  -1.361  0.968  -0.547
O  -2.277  -0.441  -1.371  -0.525
N  -1.740  1.165  0.695  0.213
O  -2.247  2.052  0.038  -0.256
H  0.245  -0.352  -0.984  0.277
H  0.239  -1.010  0.610  0.270

## Properties
Highest occupied orbital energy: -10.15 eV
Net charge: 0
Lowest unoccupied orbital energy: -1.22 eV

The following is a DFT calculation (ωB97M-V with the def2-TZVPD basis set) of a molecular structure, C39H32ClFIN4O6Pb.

Each line ends with the Mulliken charge.
Element x y z (Å)
Pb  -0.718  -1.201  -1.221  1.604
C  -0.030  -5.738  0.362  -1.113
C  1.225  -4.925  0.404  0.988
N  2.264  -5.396  1.036  -0.661
C  3.409  -4.672  1.070  -1.155
C  3.547  -3.449  0.479  1.273
C  4.867  -2.730  0.594  -1.094
O  5.491  -2.474  -0.661  -0.526
C  2.418  -2.886  -0.192  -0.289
C  2.573  -1.595  -0.800  -0.856
N  1.659  -0.798  -1.263  0.038
C  2.117  0.451  -1.777  -0.090
C  2.899  1.290  -0.988  0.267
C  3.273  2.546  -1.434  -1.031
C  2.863  2.989  -2.682  -0.678
C  2.107  2.156  -3.493  -0.348
C  1.744  0.896  -3.044  -0.373
I  0.727  -0.368  -4.364  0.090
C  1.226  -3.635  -0.250  0.581
O  0.148  -3.264  -0.850  -1.244
H  0.134  -6.684  0.870  0.399
H  -0.331  -5.920  -0.671  0.321
H  -0.856  -5.205  0.837  0.079
H  4.240  -5.127  1.596  0.387
H  5.528  -3.311  1.243  0.439
H  4.743  -1.750  1.059  0.335
H  5.671  -3.318  -1.090  0.355
H  3.603  -1.254  -0.888  1.213
H  3.193  0.950  -0.002  0.534
H  3.880  3.181  -0.802  0.428
H  3.141  3.973  -3.035  0.450
H  1.811  2.482  -4.481  0.448
O  -1.706  5.724  1.458  -0.513
C  -0.730  4.876  2.024  -0.655
C  -0.608  3.632  1.190  -0.068
C  0.152  2.555  1.630  -1.600
C  0.235  1.433  0.830  -0.641
N  -0.384  1.316  -0.347  1.526
C  -1.095  2.360  -0.789  0.352
C  -1.229  3.526  -0.043  -0.435
C  -1.764  2.245  -2.119  -0.445
C  -1.966  3.374  -2.907  -0.579
C  -2.631  3.246  -4.114  0.244
C  -2.839  4.428  -5.031  -0.951
O  -2.563  5.671  -4.426  -0.525
C  -3.080  1.982  -4.482  -0.936
C  -2.811  0.912  -3.650  -0.811
N  -2.162  1.028  -2.492  0.396
H  -1.713  6.560  1.932  0.322
H  -0.996  4.590  3.048  0.328
H  0.250  5.365  2.062  0.349
H  0.669  2.580  2.581  0.582
H  0.825  0.579  1.140  0.668
H  -1.834  4.344  -0.406  0.755
H  -1.594  4.343  -2.605  0.816
H  -3.850  4.393  -5.447  0.451
H  -2.148  4.334  -5.872  0.301
H  -3.332  5.959  -3.923  0.311
H  -3.623  1.825  -5.405  0.481
H  -3.132  -0.088  -3.921  0.500
F  -5.278  -0.522  -1.598  -0.387
C  -4.470  -0.715  -0.542  0.385
C  -3.979  0.389  0.127  -0.351
C  -3.125  0.189  1.201  0.001
C  -2.795  -1.102  1.570  -0.412
C  -3.304  -2.205  0.907  -0.176
C  -4.157  -2.009  -0.171  -0.711
H  -4.256  1.382  -0.198  0.465
H  -2.713  1.027  1.749  0.527
H  -3.035  -3.204  1.224  0.408
H  -4.577  -2.844  -0.716  0.492
Cl  2.636  -2.831  7.203  -0.187
C  1.669  -2.447  5.827  0.279
C  2.197  -2.626  4.555  -0.938
C  1.420  -2.313  3.457  0.289
C  0.124  -1.832  3.632  -0.209
C  -0.399  -1.669  4.914  -0.417
C  0.377  -1.971  6.017  -0.852
C  -0.666  -1.543  2.427  0.351
O  -1.962  -1.292  2.676  -0.470
O  -0.197  -1.527  1.305  0.128
H  3.198  -3.016  4.438  0.512
H  1.802  -2.463  2.454  0.297
H  -1.410  -1.309  5.047  0.521
H  -0.009  -1.851  7.019  0.460

## Properties
Highest occupied orbital energy: -10.25 eV
Net charge: +1
Lowest unoccupied orbital energy: -2.75 eV

The following is a DFT calculation (ωB97M-V with the def2-TZVPD basis set) of 9 unconnected molecules or ions with the total composition C22H54N18O11P.

Each line ends with the Mulliken charge.
Element x y z (Å)
C  -0.477  -4.909  -0.229  -1.319
C  -0.878  -3.446  -0.658  1.029
C  -0.740  -2.605  0.631  -1.577
C  0.120  -3.047  -1.763  -3.021
C  -0.230  -1.673  -2.406  5.410
C  0.232  -0.457  -1.600  -1.053
C  1.428  -0.541  -0.860  -0.159
C  1.849  0.554  -0.111  -0.542
C  1.054  1.697  -0.149  -0.913
N  -0.057  1.847  -0.856  -0.775
C  -0.436  0.765  -1.555  -0.574
P  0.746  -1.572  -4.035  -0.140
O  2.295  -1.928  -3.610  -0.464
O  0.315  -2.968  -4.840  -0.546
C  -1.722  -1.668  -2.837  -3.491
C  -2.744  -2.271  -1.835  1.869
C  -3.284  -1.194  -0.832  -1.301
C  -3.991  -2.671  -2.682  -1.849
N  -2.267  -3.515  -1.167  1.251
O  -2.472  -4.579  -1.868  -0.677
H  -0.217  -5.497  -1.110  0.193
H  -1.325  -5.330  0.317  0.179
H  0.397  -4.802  0.423  0.459
H  -1.024  -1.556  0.498  0.163
H  0.327  -2.602  0.886  0.551
H  -1.306  -3.044  1.461  0.251
H  -0.018  -3.796  -2.559  0.771
H  1.155  -3.139  -1.431  0.859
H  2.048  -1.432  -0.851  0.350
H  2.762  0.479  0.472  0.403
H  1.364  2.557  0.452  0.527
H  -1.352  0.863  -2.142  0.921
H  2.326  -2.701  -3.017  0.381
H  -0.483  -2.810  -5.358  0.366
H  -1.797  -2.236  -3.773  0.562
H  -2.052  -0.652  -3.088  0.136
H  -2.883  -0.210  -1.083  0.191
H  -3.130  -1.455  0.219  -0.064
H  -4.369  -1.104  -0.958  0.544
H  -4.682  -3.276  -2.088  0.466
H  -3.699  -3.200  -3.595  0.309
H  -4.449  -1.730  -3.013  0.486
C  1.850  1.530  3.646  0.663
O  1.909  0.372  3.270  -0.626
N  2.789  2.083  4.479  -0.447
N  0.851  2.366  3.261  -0.253
H  2.763  3.035  4.798  0.147
H  3.537  1.486  4.781  0.240
H  0.154  1.983  2.645  0.134
H  0.776  3.325  3.545  0.159
C  3.055  -6.314  -1.733  0.500
O  2.396  -5.289  -1.779  -0.491
N  4.355  -6.333  -1.315  -0.413
N  2.543  -7.526  -2.094  -0.381
H  4.913  -7.164  -1.270  0.154
H  4.761  -5.458  -1.042  0.212
H  1.589  -7.545  -2.406  0.231
H  3.063  -8.381  -2.064  0.155
C  -4.379  -4.338  2.513  0.614
O  -4.244  -3.177  2.167  -0.584
N  -5.059  -4.697  3.643  -0.435
N  -3.850  -5.367  1.794  -0.316
H  -5.177  -5.646  3.943  0.142
H  -5.457  -3.959  4.193  0.229
H  -3.345  -5.121  0.960  0.197
H  -3.932  -6.331  2.054  0.165
C  -2.934  2.481  1.815  0.571
O  -2.792  3.630  1.430  -0.682
N  -3.608  2.173  2.966  -0.381
N  -2.435  1.407  1.139  -0.066
H  -3.738  1.237  3.300  0.160
H  -3.990  2.937  3.491  0.221
H  -1.931  1.588  0.284  -0.039
H  -2.544  0.459  1.448  0.098
C  -2.299  1.212  -5.786  0.577
O  -2.465  0.445  -4.846  -0.599
N  -1.300  1.046  -6.697  -0.360
N  -3.096  2.298  -5.977  -0.391
H  -1.143  1.667  -7.467  0.171
H  -0.685  0.263  -6.566  0.207
H  -3.834  2.444  -5.313  0.201
H  -2.978  2.956  -6.725  0.134
C  5.366  4.856  3.267  0.667
O  5.029  5.232  4.382  -0.673
N  5.903  5.701  2.344  -0.410
N  5.223  3.562  2.868  -0.299
H  6.184  5.415  1.426  0.163
H  6.018  6.661  2.613  0.228
H  4.825  2.925  3.533  0.147
H  5.485  3.223  1.962  0.175
C  -2.539  6.047  -4.488  0.650
O  -2.445  5.846  -5.689  -0.640
N  -3.006  7.226  -3.979  -0.390
N  -2.188  5.114  -3.557  -0.287
H  -3.092  7.413  -2.998  0.165
H  -3.273  7.935  -4.636  0.218
H  -1.841  4.236  -3.899  0.142
H  -2.258  5.256  -2.567  0.145
C  6.007  5.769  8.476  0.592
O  6.555  6.854  8.568  -0.635
N  5.849  4.938  9.556  -0.373
N  5.508  5.292  7.301  -0.238
H  5.403  4.043  9.507  0.160
H  6.205  5.259  10.436  0.213
H  5.604  5.869  6.484  0.184
H  5.057  4.404  7.209  0.125

## Properties
Highest occupied orbital energy (spin up / spin down): -7.87 / -8.10 eV
Net charge: 0
Lowest unoccupied orbital energy (spin up / spin down): 0.35 / 0.35 eV
Spin multiplicity: 2

The following is a DFT calculation (ωB97M-V with the def2-TZVPD basis set) of C3H4INO in the gas phase.

Each line ends with the Mulliken charge.
Element x y z (Å)
C  1.606  -0.445  -0.285  -0.976
C  0.351  -0.111  0.433  0.155
N  -0.532  0.522  -0.185  -0.338
C  -1.902  0.922  0.000  0.311
O  -2.337  2.014  0.039  -0.401
I  -3.183  -0.837  -0.072  -0.017
H  1.584  -1.502  -0.555  0.265
H  2.476  -0.278  0.344  0.311
H  1.676  0.144  -1.196  0.286
H  0.260  -0.429  1.477  0.404

## Properties
Highest occupied orbital energy: -9.74 eV
Net charge: 0
Lowest unoccupied orbital energy: 0.06 eV

The following is a DFT calculation (ωB97M-V with the def2-TZVPD basis set) of C13H27Cl2N2O3PS in the gas phase.

Each line ends with the Mulliken charge.
Element x y z (Å)
O  -4.033  -0.045  -1.470  -0.780
P  -2.753  0.374  -2.049  0.478
N  -2.665  2.083  -1.773  0.174
C  -2.853  2.518  -0.399  -0.695
C  -1.531  2.358  0.400  0.093
Cl  -1.750  2.946  2.097  -0.229
C  -3.516  2.746  -2.804  -0.663
C  -3.226  4.222  -2.938  -0.607
Cl  -4.473  5.116  -2.003  -0.201
N  -1.578  -0.543  -1.279  -0.144
C  -0.568  -1.049  -2.181  -0.094
S  0.427  -2.184  -1.164  -0.223
C  1.184  -1.084  0.086  -0.473
C  2.137  -1.868  0.987  -0.856
C  2.572  -0.999  2.179  -0.752
C  3.578  -1.765  3.098  -0.716
C  3.888  -1.096  4.427  -0.434
C  4.853  -1.900  5.299  -0.502
O  6.197  -1.818  4.769  -0.508
C  -1.157  -1.846  -3.391  -0.735
C  -2.532  -1.372  -3.820  -0.587
O  -2.571  0.034  -3.655  -0.384
H  -3.225  3.568  -0.307  0.400
H  -3.619  1.892  0.100  0.342
H  -0.749  2.972  -0.071  0.318
H  -1.195  1.322  0.412  -0.189
H  -4.573  2.621  -2.540  0.456
H  -3.319  2.351  -3.804  0.327
H  -3.283  4.492  -4.004  0.400
H  -2.219  4.475  -2.590  0.301
H  -2.075  -1.312  -0.877  0.343
H  0.088  -0.202  -2.523  0.346
H  1.742  -0.271  -0.403  0.349
H  0.415  -0.698  0.724  0.251
H  3.025  -2.126  0.408  0.371
H  1.689  -2.767  1.361  0.510
H  1.716  -0.728  2.810  0.383
H  3.014  -0.036  1.822  0.317
H  3.170  -2.753  3.258  0.321
H  4.516  -1.872  2.596  0.340
H  2.928  -1.008  4.972  0.328
H  4.313  -0.115  4.264  0.289
H  4.901  -1.491  6.322  0.320
H  4.514  -2.947  5.402  0.281
H  6.187  -2.028  3.825  0.312
H  -1.177  -2.924  -3.218  0.386
H  -0.400  -1.694  -4.232  0.299
H  -3.347  -1.901  -3.268  0.367
H  -2.664  -1.649  -4.853  0.371

## Properties
Highest occupied orbital energy: -9.18 eV
Net charge: 0
Lowest unoccupied orbital energy: 0.59 eV

Number 1: largest force on an atom 4.50 eV/A. Number 2: largest force on an atom 2.73 eV/A. Number 3: largest force on an atom 4.55 eV/A. Number 4: largest force on an atom 3.76 eV/A. Number 5: largest force on an atom 0.23 eV/A. Number 6: largest force on an atom 2.52 eV/A. Number 7: largest force on an atom 2.98 eV/A. Number 8: largest force on an atom 2.93 eV/A.